22
Properties=species:S:1:pos:R:3:forces:R:3 method="wB97M-V/def2-TZVPD" homo_lumo_gap_ev="12.47 / 4.87" total_charge=+1 e_homo_ev="-15.243 / -15.141" e_above_lowest_kj_mol=39.6 spin_multiplicity=2 s_squared=0.753 max_force_ev_per_a=1.3
C 0.950790 -1.781923 -1.218002 1.07 0.28 -0.53
C 0.798098 -1.652226 0.284096 0.33 -0.98 0.33
C -0.149991 -1.188505 -2.084211 -0.65 -0.53 0.00
H 1.921798 -1.357651 -1.512046 -0.29 0.18 0.04
H 1.091070 -2.840590 -1.476781 -0.37 0.01 0.24
H 0.128890 -2.415575 0.683588 -0.33 0.26 -0.01
H -1.128931 -1.222232 -1.559670 0.22 0.08 0.00
H 0.040051 -0.180798 -2.466133 0.14 -0.09 0.14
H -0.349534 -1.829161 -2.957092 0.09 0.31 0.03
H 1.742462 -1.821181 0.816837 -0.09 0.20 -0.20
H 0.448262 -0.659323 0.581965 -0.11 0.19 0.04
C -0.114366 1.924666 0.867121 0.92 -0.73 0.49
C -0.197154 1.397821 2.263125 0.11 0.06 -0.81
C -1.184540 1.350409 -0.137816 -0.09 0.75 0.83
H -0.472981 2.997821 0.814993 -0.23 -0.14 -0.32
H 0.908814 1.891048 0.476891 -0.30 0.19 -0.08
H -0.388634 0.306917 2.192222 -0.02 -0.05 0.21
H -2.116195 1.190591 0.398326 -0.33 0.16 -0.46
H -1.027349 1.835586 2.803337 -0.22 -0.07 0.23
H 0.746192 1.489608 2.794662 0.01 0.08 0.09
H -1.215657 1.935108 -1.043489 -0.34 -0.13 -0.24
H -0.730840 0.330300 -0.294375 0.48 -0.02 -0.02